No. 1
Computed, not measured: a cluster of 2 separate species, C6H14O in total, with wB97M-V/def2-TZVPD.

XYZ file:
```
21
C6H14O (wB97M-V/def2-TZVPD)
O -0.089 3.816 0.519
C -0.383 1.519 -0.011
C -0.769 -0.911 -0.644
C -0.177 -2.204 -0.555
C 0.338 -2.758 1.420
C 0.042 0.334 -0.882
C 0.375 2.792 -0.341
H 1.105 0.115 -0.698
H 0.387 4.626 0.303
H 1.458 2.624 -0.213
H 0.702 -3.758 1.172
H -0.014 0.640 -1.941
H -0.328 -1.622 0.554
H -0.508 -2.829 2.113
H -1.853 -0.850 -0.615
H -0.234 1.280 1.050
H -1.456 1.712 -0.142
H 0.855 -2.340 -0.872
H -0.808 -3.081 -0.669
H 1.148 -2.158 1.851
H 0.208 3.055 -1.399
```

Computed properties:
largest force on an atom = 0.47 eV Å⁻¹
highest occupied orbital energy = -6.648 eV
frontier orbital gap = 7.7 eV

Atomic partial charges in e from the natural (NBO) method, atoms 1 to 5:
1. O -0.72
2. C -0.41
3. C -0.50
4. C -0.32
5. C -0.89

No. 2
Computed, not measured: a cluster of 3 separate species, C14H33BBrN2O4 in total, with wB97M-V/def2-TZVPD.

XYZ file:
```
55
C14H33BBrN2O4 (wB97M-V/def2-TZVPD)
Br 0.905 0.802 -1.719
O 0.110 -1.480 -3.628
O -0.517 -0.246 -5.421
O 2.208 2.547 -4.128
O 2.973 -0.373 -5.803
N 1.739 1.218 -4.444
N 3.705 -0.202 -3.507
C -0.015 -0.454 -4.297
C -3.581 -0.150 -0.305
C 2.747 0.774 3.904
C 2.777 1.915 2.884
C -1.265 -0.732 0.592
C 1.478 -0.078 3.864
C -2.280 -0.919 -0.528
C 0.205 0.705 4.168
C 0.592 0.895 -3.703
C -5.649 -2.480 -0.121
C -4.742 -2.029 1.019
C 2.590 1.471 1.435
C 3.678 0.531 0.928
C -4.364 -0.550 0.948
B 2.828 0.204 -4.570
H -3.784 -0.291 1.838
H -5.921 -3.532 -0.015
H 1.381 -0.558 2.886
H 3.069 2.449 -3.699
H -5.279 0.051 0.998
H -4.217 -0.266 -1.187
H -2.488 -1.985 -0.660
H -1.631 -1.118 1.549
H 3.704 -0.403 1.493
H -5.246 -2.215 1.972
H 4.326 -0.939 -3.821
H -3.351 0.919 -0.241
H 2.862 1.197 4.908
H 3.730 2.445 2.980
H -1.829 -0.590 -1.466
H -0.342 -1.261 0.351
H -0.667 0.050 4.162
H 2.001 2.645 3.133
H 3.613 0.124 3.750
H 4.664 0.998 1.006
H -5.161 -2.364 -1.090
H 2.563 2.357 0.797
H 2.222 -0.097 -6.351
H 1.615 0.992 1.312
H -0.156 1.682 -3.802
H 1.582 -0.889 4.591
H -1.017 0.324 0.719
H 0.029 1.486 3.427
H 3.500 0.275 -0.117
H 4.251 0.503 -3.032
H 0.264 1.179 5.152
H -6.572 -1.895 -0.138
H -3.837 -2.642 1.028
```

Computed properties:
largest force on an atom = 0.95 eV Å⁻¹
net charge = -1
highest occupied orbital energy = -4.948 eV
frontier orbital gap = 7.7 eV

Atomic partial charges in e from the natural (NBO) method, atoms 1 to 5:
1. Br -0.18
2. O -0.73
3. O -0.76
4. O -0.58
5. O -0.88

No. 3
Computed, not measured: the molecule C4H6N2O5S in a non-equilibrium geometry, with wB97M-V/def2-TZVPD.

XYZ file:
```
18
C4H6N2O5S (wB97M-V/def2-TZVPD)
S 1.530 -0.219 0.583
O 2.012 -1.438 1.106
O -0.605 -2.657 0.104
O -0.429 -0.514 -1.266
O 1.513 0.984 1.333
O -0.651 -1.716 2.055
N -0.583 -1.731 0.856
N 2.214 0.148 -0.799
C -1.174 0.800 0.672
C -1.687 1.295 -0.633
C -1.275 0.517 -1.631
C -0.353 -0.415 0.113
H -1.451 0.513 -2.651
H -0.395 1.403 1.195
H 3.001 0.847 -0.603
H -2.362 2.144 -0.644
H -1.914 0.607 1.515
H 2.608 -0.567 -1.302
```

Computed properties:
largest force on an atom = 4.25 eV Å⁻¹
SMILES string = NS(=O)(=O)[C@@]1([N+](=O)[O-])CC=CO1
highest occupied orbital energy = -9.539 eV
frontier orbital gap = 9.6 eV

Atomic partial charges in e from the natural (NBO) method, atoms 1 to 5:
1. S 2.28
2. O -0.91
3. O -0.34
4. O -0.47
5. O -0.95

No. 4
Computed, not measured: a structure of composition C43H58GeO3PdSSb4 in a non-equilibrium geometry, with wB97M-V/def2-TZVPD.

XYZ file:
```
111
C43H58GeO3PdSSb4 (wB97M-V/def2-TZVPD)
Sb -0.634 -0.881 2.979
Sb 0.771 -1.720 -3.820
Sb -3.094 -1.190 0.495
Sb 2.693 -1.265 -0.737
Pd -0.445 -0.635 0.199
Ge 0.159 1.724 0.269
S 0.264 -3.061 0.428
O 0.218 -2.677 -0.979
O 1.231 -2.205 1.154
O -1.036 -2.982 1.070
C -4.730 -1.528 5.864
C -4.330 0.072 1.935
C -3.404 -0.281 4.264
C 1.425 3.511 3.919
C -0.958 -2.640 4.180
C 2.259 0.042 -4.110
C -5.523 -1.276 3.612
C -3.878 -3.059 1.204
C -5.692 -1.782 4.885
C 3.360 -3.253 -1.283
C 5.646 -1.582 -3.861
C 0.226 3.959 -3.375
C 3.554 -0.491 -4.457
C 2.259 3.596 1.279
C 1.561 3.952 -3.738
C 3.972 -1.211 1.034
C -4.207 3.700 0.267
C -1.720 2.464 0.452
C -3.272 4.143 1.189
C -2.665 2.016 -0.471
C -4.263 -1.181 -1.338
C 1.188 2.787 1.632
C 2.057 2.564 -1.847
C -2.036 3.523 1.292
C 0.723 2.590 -1.457
C 2.509 4.297 3.561
C -0.191 3.289 -2.237
C 0.773 -4.761 0.584
C -0.748 -0.455 -2.936
C 4.474 -0.313 -2.135
C 5.882 -1.874 -5.190
C 2.924 4.338 2.242
C -3.600 -0.805 5.547
C -0.108 -1.582 -5.816
C -4.406 -0.507 3.273
C -2.198 0.477 3.986
C 2.483 3.251 -2.975
C 0.772 2.756 2.958
C 4.532 -0.816 -3.463
C 4.980 -1.456 -6.170
C 1.268 -0.315 3.855
C -3.903 2.637 -0.568
C 3.825 -0.797 -5.797
H 1.498 -5.031 -0.171
H 5.324 -0.557 -1.524
H 3.018 4.889 4.306
H -6.287 -1.433 2.864
H -4.621 2.301 -1.302
H -4.867 -1.902 6.866
H 1.782 0.583 -4.921
H -3.915 1.074 1.910
H 3.527 3.248 -3.255
H -3.970 -2.042 -1.931
H 3.104 -0.509 -6.547
H -0.689 0.558 -3.328
H -1.225 3.356 -1.937
H -2.863 -0.597 6.308
H -6.566 -2.366 5.125
H 2.194 0.563 -3.161
H 3.608 -1.965 1.731
H -5.299 -1.288 -1.051
H -5.291 0.043 1.433
H -1.064 -2.098 -5.843
H 0.555 -2.053 -6.534
H -0.083 2.148 3.247
H -1.964 -3.033 4.041
H -0.811 -2.351 5.219
H 1.804 -1.231 4.088
H -0.564 -0.449 -1.842
H 4.992 -1.442 0.735
H 3.946 -0.234 1.515
H -1.309 3.904 1.995
H -5.167 4.187 0.195
H -0.128 -5.352 0.472
H 2.773 2.023 -1.232
H 1.082 0.250 4.763
H -4.144 -0.272 -1.917
H 1.188 -4.885 1.576
H 2.660 -3.727 -1.969
H -1.729 -0.881 -3.127
H 6.776 -2.411 -5.472
H -3.599 -3.838 0.499
H 3.752 4.963 1.953
H -2.394 1.230 -1.179
H 6.372 -1.871 -3.117
H -3.498 4.982 1.831
H -2.338 1.317 3.310
H 4.325 -3.144 -1.771
H 5.176 -1.667 -7.210
H -3.470 -3.307 2.181
H -0.253 -0.535 -6.079
H 3.482 -3.847 -0.378
H 1.848 0.282 3.150
H -0.221 -3.390 3.898
H 1.887 4.500 -4.609
H 1.091 3.486 4.945
H -1.672 0.772 4.884
H -0.494 4.507 -3.966
H -4.961 -2.968 1.255
H 2.566 3.686 0.249
H 4.178 0.715 -2.025
```

Computed properties:
largest force on an atom = 3.84 eV Å⁻¹
net charge = +3
highest occupied orbital energy (spin up / spin down) = -14.876 / -15.116 eV
2S+1 = 2
⟨S²⟩ = 0.78
frontier orbital gap (spin up / spin down) = 4.3 / 4.5 eV

Atomic partial charges in e from the Löwdin method, atoms 1 to 5:
1. Sb 1.53
2. Sb 1.43
3. Sb 1.52
4. Sb 1.44
5. Pd 0.25